(1)
Here is C24H25NO6 in the gas phase at a distorted geometry from OMol25. Energies are from ωB97M-V/def2-TZVPD.

Geometry as XYZ:
```
56
Properties=species:S:1:pos:R:3:forces:R:3:mulliken_charge:R:1
C -7.07278 0.04240 -0.58239 1.821 5.656 2.804 -1.33
O -6.14213 1.26820 -0.53249 -7.377 -2.451 -0.262 -0.50
C -4.92280 1.03560 -0.26467 -3.850 -3.208 -1.111 1.12
C -4.28491 2.11774 -0.30920 4.982 11.671 2.290 -0.30
C -3.02312 2.28069 0.16562 3.394 1.761 -0.598 -0.76
C -2.29391 1.08360 0.44728 3.407 6.539 -0.631 -0.46
C -0.80789 1.25683 0.64762 -2.615 -5.774 -1.265 1.21
C -0.04675 2.27669 0.63290 1.396 5.908 2.920 -0.28
C 1.31375 2.42150 1.14596 4.649 -6.604 -6.732 0.16
O 1.76012 3.44688 1.68664 -7.161 4.951 1.730 -0.47
C 2.40543 1.65501 0.49936 -3.406 -2.561 1.466 -0.10
C 3.74164 1.95038 0.85277 -0.164 -6.626 -8.761 0.36
O 4.17208 2.88060 1.29666 3.425 8.741 7.107 -0.58
N 4.82592 1.37840 -0.14817 -7.027 -0.351 -0.883 -0.26
C 4.57709 0.61323 -1.27626 -3.029 -3.648 0.535 1.27
C 5.44262 0.82774 -2.41872 3.739 -15.279 3.956 -2.31
C 3.01373 0.53286 -1.60412 2.055 1.078 -5.399 -1.32
C 2.23560 0.33270 -0.41703 -6.240 7.975 -0.422 1.29
C 2.61350 -0.81244 0.14212 1.248 -6.919 4.195 0.66
C 1.70818 -1.63306 0.91225 3.033 -1.150 2.341 -0.77
C 2.13976 -2.75537 1.66175 -2.928 -0.832 -0.503 -0.48
C 3.34184 -3.45694 1.37966 -1.894 7.760 -3.381 -1.03
C 4.20990 -2.72977 0.57694 -0.796 3.463 0.118 -0.56
C 3.91335 -1.25976 0.01369 1.399 -6.158 -0.980 0.13
O 4.83864 -0.87172 -1.00051 -1.516 0.556 2.841 -0.45
C -2.88285 -0.00649 0.05681 -1.164 -5.402 0.983 0.85
O -2.12436 -1.19224 0.22223 -1.925 7.124 7.838 -0.24
C -2.10164 -2.05531 -0.65659 2.469 -4.374 -9.157 -0.95
C -4.29557 -0.08383 -0.13572 4.087 -6.007 0.574 0.16
O -4.82049 -1.39917 -0.09005 -0.174 4.015 -2.300 -0.48
C -4.93164 -1.84389 1.17508 3.241 -9.447 -1.655 -0.73
H -7.10200 -0.50849 0.26961 -0.136 -0.886 3.080 0.40
H -7.97023 0.36742 -0.87479 -3.328 1.562 -0.932 0.42
H -6.68736 -0.54204 -1.21435 2.853 -4.430 -5.411 0.61
H -4.83277 3.10300 -0.20235 0.120 -1.348 -1.204 0.26
H -2.30731 3.39519 0.08377 -2.924 -3.582 0.582 0.00
H -0.33074 0.26382 0.53833 -0.224 0.586 1.009 -1.00
H -0.41562 3.31580 0.73504 -0.634 -0.492 -0.503 0.20
H 2.59034 3.42412 1.97572 6.083 -0.301 1.502 0.40
H 5.70824 1.39458 0.10250 5.221 0.503 1.990 0.20
H 5.52838 0.05118 -3.21055 -1.171 0.855 0.349 0.34
H 6.63805 0.48215 -1.93658 -3.172 1.194 -1.026 0.27
H 5.58024 1.65617 -2.61723 1.935 14.505 -4.210 0.81
H 2.82566 1.50640 -2.13209 -0.347 -0.791 0.433 0.36
H 2.85189 -0.34453 -2.43509 0.531 2.080 2.102 0.26
H 1.01842 0.39544 -0.56011 3.295 -0.503 -0.481 0.12
H 0.83685 -1.28684 1.39281 -1.338 1.039 -0.508 0.52
H 1.30018 -3.17510 2.38959 2.107 0.681 -1.503 0.21
H 3.64215 -4.21492 1.88015 1.859 -5.243 3.061 0.59
H 5.22809 -3.02948 0.63662 0.837 -0.210 -0.862 0.35
H -2.97753 -2.53883 -1.05096 -0.816 -0.195 0.293 0.29
H -1.58373 -1.55774 -1.53527 -0.820 -0.519 -0.592 0.35
H -1.31225 -2.76110 -0.53925 0.336 -1.180 1.102 0.40
H -5.45962 -2.90248 0.85541 0.506 2.239 1.775 0.24
H -3.84212 -2.39335 1.42746 -2.586 2.031 0.417 0.15
H -5.42951 -1.40139 1.94225 -1.266 1.996 1.877 0.42
```
Positions in Å, forces in eV/Å.

Properties
Molar mass (g mol⁻¹): 423.46
DFT total energy (a.u.): -1435.1077
SMILES: COc1ccc(/C=C/C(O)=C2/C(=O)N[C@]3(C)C[C@H]2c2ccccc2O3)c(OC)c1OC
Energy above the lowest of the compared OMol25 structures with the same formula, charge and spin (kcal/mol): 429.3
Gap between HOMO and LUMO (eV): 7.59
LUMO (eV): -0.264
Total charge: 0



(2)
Here is a molecular structure, C24H25O9S at a distorted geometry from OMol25. Energies are from ωB97M-V/def2-TZVPD.

Geometry as XYZ:
```
59
Properties=species:S:1:pos:R:3:forces:R:3:mulliken_charge:R:1
C 4.69213 -2.18187 -4.26087 -0.860 -0.389 0.476 -0.86
O 3.58980 -2.79956 -3.55926 0.852 -0.114 -0.889 -0.47
C 2.77868 -2.01817 -2.80583 -0.728 0.817 0.895 0.77
C 1.84291 -2.67292 -1.96506 0.969 0.207 -0.839 -0.93
C 1.11981 -1.94884 -1.04609 -0.343 0.845 0.635 -0.06
C 1.23382 -0.54294 -0.94955 0.471 -0.525 -0.415 0.63
C 0.52329 0.21558 0.07506 5.763 4.078 -1.220 -0.50
C 1.26495 0.99127 0.90747 1.033 -0.460 1.810 0.87
C 0.79048 1.45559 2.22934 -1.090 -0.218 -0.011 0.38
O 0.10020 0.77931 2.98086 0.681 1.039 -0.705 -0.68
O 1.28631 2.64734 2.67505 0.577 0.310 -0.101 -0.45
C 2.24629 3.30572 1.80836 0.032 -0.335 0.396 1.75
C 1.56535 3.97761 0.63354 -0.202 0.146 -0.244 -1.38
C 2.98355 4.33679 2.66926 -0.042 -0.296 0.016 -1.82
O 3.22204 2.33044 1.38979 -0.216 0.500 -0.025 -0.37
C 2.75826 1.11627 0.94868 -0.074 -1.649 0.536 -0.23
O 3.54304 0.22347 0.72590 -0.045 0.934 -0.185 -0.61
C 2.14845 0.09264 -1.82403 -0.876 0.157 0.190 -0.57
C 2.87950 -0.60704 -2.76539 0.105 -0.862 0.113 -0.64
H 5.21713 -3.03118 -4.69772 0.078 0.224 -0.054 0.25
H 4.32944 -1.50676 -5.04841 0.093 -0.139 0.133 0.30
H 5.35234 -1.62990 -3.57597 -0.206 -0.148 -0.094 0.36
H 1.72719 -3.75640 -2.01540 0.248 0.254 -0.012 0.52
H 0.48370 -2.46792 -0.32264 0.179 0.124 -0.406 0.46
H -0.63606 0.54327 0.10251 1.782 -0.774 -0.435 -0.56
H 0.98091 3.26725 0.04157 0.106 0.170 0.087 0.25
H 0.89307 4.75648 1.01298 0.086 -0.198 -0.079 0.39
H 2.31909 4.45759 -0.00355 -0.124 -0.169 0.139 0.35
H 3.44677 3.87018 3.54417 -0.120 -0.065 -0.219 0.41
H 3.76397 4.82549 2.07884 -0.131 -0.133 0.000 0.39
H 2.28251 5.10058 3.01700 0.012 -0.158 -0.091 0.39
H 2.26332 1.18054 -1.76458 -0.076 -0.402 -0.047 0.37
H 3.56417 -0.06269 -3.42126 -0.212 -0.264 0.272 0.33
C -1.66818 -4.33038 -2.49838 0.229 -0.278 -0.119 -0.99
C -2.24966 -2.94671 -2.49379 0.324 0.561 0.799 -0.37
O -1.85633 -2.29897 -1.23929 -0.672 -0.785 -1.163 -0.26
C -1.65270 -0.97092 -1.31862 0.867 1.885 1.284 -0.58
C -1.51747 -0.33997 0.04500 -7.905 -2.768 -0.388 0.91
S -2.88163 0.84100 0.15402 1.075 -2.126 0.453 1.50
C -3.57425 0.61677 1.79257 -0.161 0.560 0.396 -0.07
C -4.85062 0.07140 1.95308 0.115 -0.188 0.104 -0.44
C -5.32908 -0.17994 3.23897 0.129 0.097 0.044 -0.41
C -4.53873 0.10182 4.36099 0.129 0.031 -0.231 -0.40
C -3.29348 0.71372 4.18802 -0.239 0.035 -0.072 -0.56
C -2.85415 1.03572 2.90547 0.200 -0.225 -0.051 -0.21
O -2.23544 2.13319 0.05510 -0.687 0.465 0.010 -0.68
O -3.96770 0.44117 -0.70862 -0.516 0.845 -0.673 -0.74
O -1.50001 -0.31696 -2.34081 -0.543 -0.808 0.356 -0.70
H -2.09783 -4.89094 -3.32966 0.008 -0.097 -0.034 0.40
H -0.58464 -4.28564 -2.64936 -0.155 -0.045 0.124 0.15
H -1.88205 -4.87208 -1.57155 0.005 0.131 -0.102 0.26
H -1.87007 -2.34430 -3.32101 -0.146 -0.050 0.059 0.33
H -3.34433 -2.96215 -2.50692 0.117 0.057 -0.063 0.32
H -1.55754 -1.06116 0.87041 -0.096 0.282 -0.152 0.67
H -5.46737 -0.15841 1.08732 0.291 -0.002 0.089 0.42
H -6.32514 -0.61122 3.34997 0.270 0.105 0.064 0.35
H -4.89463 -0.14596 5.36298 0.081 0.068 -0.289 0.35
H -2.64329 0.94273 5.03343 -0.296 0.002 -0.159 0.40
H -1.92010 1.57096 2.76589 -0.148 -0.254 0.082 0.33
```
Positions in Å, forces in eV/Å.

Properties
Molar mass (g mol⁻¹): 489.52
DFT total energy (a.u.): -2004.7695
Energy above the lowest of the compared OMol25 structures with the same formula, charge and spin (kcal/mol): 98.4
Gap between HOMO and LUMO (eV): 5.21
LUMO (eV): 2.817
Total charge: -1



(3)
Here is a molecular structure, C24H26BF10GeHfN9OSSeTe from OMol25. Energies are from ωB97M-V/def2-TZVPD.

Geometry as XYZ:
```
76
Properties=species:S:1:pos:R:3:forces:R:3:mulliken_charge:R:1
Hf 1.58588 -0.58957 -1.13362 -0.660 0.130 -0.072 2.24
C -1.15299 -3.07185 -3.70398 0.005 -0.007 -0.007 -1.40
C -0.08738 -2.19962 -3.50277 -0.024 -0.030 0.020 -0.01
N -0.14949 -1.65827 -2.28945 0.086 -0.142 -0.021 -0.65
N -1.25351 -2.16938 -1.68563 -0.066 0.088 0.030 0.37
C -1.85825 -3.03298 -2.52059 0.033 0.000 0.002 -0.20
B -1.61083 -1.73552 -0.24363 -0.035 -0.021 -0.045 0.59
N -1.53140 -0.17613 -0.20328 -0.028 -0.070 -0.045 1.20
C -2.52066 0.69024 0.07042 -0.029 0.068 -0.024 -0.41
C -2.09151 1.96193 -0.25622 0.052 -0.008 -0.040 -1.26
C -0.79793 1.77706 -0.74600 -0.065 0.015 -0.044 -0.39
N -0.47162 0.48704 -0.70708 0.286 -0.087 0.299 -0.33
N -0.53310 -2.32976 0.70421 0.012 -0.007 -0.092 0.49
C -0.56332 -3.37572 1.54085 -0.029 0.007 0.061 -0.25
C 0.73289 -3.68745 1.91289 -0.015 0.016 0.037 -1.47
C 1.52213 -2.77529 1.22798 -0.042 0.075 0.008 -0.48
N 0.75391 -1.95342 0.50419 0.199 -0.054 -0.172 0.59
N -3.00845 -2.13893 0.15324 0.003 0.004 -0.031 0.38
C -4.14646 -2.03303 -0.58660 0.016 -0.027 0.022 -0.36
C -5.21424 -2.15598 0.26036 -0.017 0.000 0.006 -1.01
C -4.63083 -2.31428 1.53287 -0.012 0.014 -0.007 -0.29
N -3.31314 -2.28520 1.47035 0.051 0.040 0.018 -0.95
H -1.36686 -3.66320 -4.57566 -0.003 -0.001 -0.003 0.45
H 0.73814 -1.96922 -4.15591 -0.002 -0.002 -0.003 0.47
H -2.74008 -3.57074 -2.21842 0.011 -0.010 0.001 0.71
H -3.46531 0.34900 0.46041 -0.004 -0.014 0.003 0.43
H -2.64348 2.88153 -0.17608 0.003 0.002 0.007 0.51
H -0.09837 2.49976 -1.13959 -0.015 0.003 0.023 0.27
H -1.50409 -3.81204 1.82546 -0.007 -0.010 -0.008 0.60
H 1.05350 -4.47370 2.57215 -0.002 -0.009 0.002 0.50
H 2.59706 -2.67405 1.20814 0.001 -0.019 -0.011 0.55
H -4.11467 -1.86181 -1.64945 -0.010 0.007 0.003 0.65
H -6.25846 -2.14193 0.00285 -0.006 -0.002 0.002 0.47
H -5.11946 -2.45137 2.48448 0.001 -0.001 0.003 0.48
F 2.23905 1.41819 -7.78406 0.006 -0.018 -0.021 -0.26
C 2.23451 2.02063 -6.61945 0.012 0.010 0.032 0.65
C 1.27862 2.99744 -6.35346 -0.008 0.039 0.045 0.20
F 0.38336 3.30560 -7.27708 -0.008 -0.004 -0.023 -0.26
C 1.27827 3.62564 -5.12996 -0.012 -0.037 -0.085 0.28
F 0.36193 4.54322 -4.89206 -0.001 0.004 0.015 -0.31
C 2.21818 3.29616 -4.12294 -0.101 0.178 0.173 0.51
S 2.14208 4.06755 -2.61786 0.002 -0.103 -0.110 -0.20
C 3.17210 2.30826 -4.44614 0.065 -0.100 -0.034 0.19
F 4.09762 1.97270 -3.55378 0.002 0.004 0.068 -0.36
C 3.18955 1.67497 -5.66131 -0.029 0.031 0.029 0.00
F 4.08798 0.74598 -5.93608 0.013 -0.018 -0.021 -0.29
N 3.00993 -3.46449 -2.34205 -0.032 -0.055 0.008 -0.67
C 2.50945 -2.51296 -1.92115 0.143 0.110 0.000 -0.15
C -2.51444 1.08021 3.58984 0.056 0.073 -0.036 -0.91
Ge -0.81784 0.54156 4.37049 0.026 -0.115 -0.013 0.79
C -0.89270 -1.13268 5.35898 -0.025 0.061 -0.032 -1.20
C -0.07322 1.99909 5.43688 -0.027 -0.022 -0.010 -1.46
C 0.37177 0.06655 2.80596 -0.022 0.105 -0.070 1.36
Se 1.08019 1.57514 1.88539 0.080 0.074 0.071 0.93
C 2.53375 1.89968 3.11054 -0.004 -0.052 -0.044 -1.11
H -3.20743 1.37680 4.37697 -0.023 -0.026 -0.006 0.49
H -2.95702 0.27038 3.00888 0.020 -0.031 0.047 0.09
H -2.36079 1.93897 2.93356 -0.048 -0.001 -0.005 0.30
H -1.51708 -1.01805 6.24462 -0.003 -0.002 0.006 0.42
H 0.10452 -1.43553 5.67725 0.003 -0.001 0.009 0.39
H -1.31826 -1.91937 4.73621 -0.002 0.000 -0.018 0.34
H -0.81992 2.28567 6.17816 0.003 -0.001 0.007 0.40
H 0.14327 2.88412 4.83683 -0.014 0.015 0.017 0.44
H 0.82661 1.70039 5.97466 0.009 0.001 -0.007 0.39
H -0.28078 -0.44392 2.09936 0.000 0.007 0.055 -2.29
H 1.19772 -0.58716 3.08486 -0.004 0.011 0.014 0.64
H 2.11567 1.89194 4.11312 0.009 0.015 -0.018 0.32
H 2.98269 2.86057 2.88489 0.021 0.014 -0.058 0.37
H 3.24411 1.08915 2.97036 0.035 -0.009 -0.001 0.34
F 1.57874 0.75322 -2.55636 0.024 0.042 0.059 -0.49
Te 3.62548 2.30054 -0.64552 0.004 -0.168 -0.069 1.83
F 3.53717 -0.14932 -0.96551 0.363 -0.101 -0.037 -0.80
F 4.67312 1.83269 0.81759 -0.089 -0.030 0.029 -0.42
F 2.76673 3.59739 0.40815 0.076 -0.004 0.033 -0.52
F 5.01316 3.47175 -1.07996 -0.004 0.088 0.049 -0.38
O 2.02455 0.92523 0.56433 -0.206 0.068 0.026 -1.05
```
Positions in Å, forces in eV/Å.

Properties
Molar mass (g mol⁻¹): 1147.05
DFT total energy (a.u.): -7714.3370
Multiplicity: 2
Energy above the lowest of the compared OMol25 structures with the same formula, charge and spin (kcal/mol): 0.0
Gap between HOMO and LUMO (spin up / spin down) (eV): 8.81 / 6.24
LUMO (spin up / spin down) (eV): -3.218 / -5.788
Total charge: +1